(1)
Entry from OMol25: a cluster of 2 separate species, C5H11N4 in total (ωB97M-V with the def2-TZVPD basis set).

Geometry as ORCA input:
```
! RIJCOSX wB97M-V def2-TZVPD def2/J DEFGRID3
* xyz 1 1
C 1.2888 1.2530 1.2842
C 1.1341 1.1561 -0.0746
C -0.9117 0.6223 1.1041
C 0.6377 -2.6861 0.2383
C -0.9803 0.6059 -1.3237
N 0.1793 0.9356 1.9973
N -0.3388 0.8208 -0.2248
N -0.4522 0.6905 -2.5282
N -0.4131 -2.1115 -0.0911
H 2.2024 1.5587 1.7221
H 1.6099 1.6658 -0.8419
H -1.6708 1.3843 1.3974
H 1.3053 -2.1076 0.7828
H 0.8301 -3.7729 0.3009
H -1.9188 0.2258 -1.3127
H 0.6104 0.9641 -2.6391
H -0.8643 0.2431 -3.2906
H -1.1413 -0.4265 1.1339
H -1.3432 -2.5540 -0.4191
H 0.2366 1.5324 2.7847
*
```

Values from the calculation:
E_LUMO = -0.111 Ha
Orbital gap = 9.0141 eV
HOMO energy = -12.0 eV

***

(2)
Entry from OMol25: the molecule C5H5NS (ωB97M-V with the def2-TZVPD basis set).

Geometry as ORCA input:
```
! RIJCOSX wB97M-V def2-TZVPD def2/J DEFGRID3
* xyz 0 1
C -0.7199 1.9516 0.0984
C -0.1622 0.6965 -0.1132
C 1.2609 0.1992 -0.1055
C 1.1648 -1.1556 0.1391
C -0.9608 -0.5760 -0.0508
H -1.8620 1.9624 0.1242
H -0.0200 2.8904 0.0552
H 2.1782 0.7777 -0.1800
H 2.0780 -1.9184 0.1424
H -0.3067 -2.6447 -0.1073
N -0.1164 -1.5859 0.0049
S -2.5340 -0.5973 -0.0073
*
```

Values from the calculation:
E_LUMO = -0.019 Ha
Orbital gap = 7.3813 eV
HOMO energy = -7.9 eV

***

(3)
Entry from OMol25: a structure of composition C17H35AsF5N2OOsSi3 (ωB97M-V with the def2-TZVPD basis set).

Geometry as ORCA input:
```
! RIJCOSX wB97M-V def2-TZVPD def2/J DEFGRID3
* xyz 3 5
Os 0.0788 -0.3203 0.2963
N 1.4421 0.5592 1.5627
C 0.9248 0.6802 2.9701
C -0.5206 1.1297 2.9308
N -1.2870 0.1518 2.1151
H 2.3419 0.0753 1.5600
H 1.6222 1.4945 1.1844
H 1.5559 1.3708 3.5288
H 1.0106 -0.3090 3.4225
H -0.6092 2.1079 2.4547
H -0.9200 1.2152 3.9412
H -2.2108 0.5174 1.8963
H -1.4511 -0.6992 2.6514
F -3.3043 2.5975 -4.7774
C -2.5691 2.4060 -3.7352
C -1.9748 3.4999 -3.0780
F -2.1769 4.7024 -3.5403
C -1.2003 3.2699 -1.9659
F -0.6242 4.2417 -1.3149
C -0.9911 1.9305 -1.4803
O -0.2696 1.6974 -0.4570
C -1.6171 0.8630 -2.1783
F -1.3814 -0.3804 -1.6650
C -2.3845 1.0574 -3.2798
F -2.9596 0.0908 -3.9374
C 3.2575 -1.6586 -1.8809
Si 1.9199 -2.9539 -1.8023
C 0.5717 -2.6752 -3.0585
C 2.5658 -4.6913 -1.8232
As 0.8275 -2.5970 0.3919
Si -1.2187 -4.0021 0.5405
C -0.6511 -5.6494 -0.1005
C -1.7419 -4.0179 2.3253
C -2.5043 -3.1835 -0.5285
Si 2.4058 -3.1828 2.2182
C 2.9756 -4.8998 1.8112
C 1.4776 -3.0606 3.8324
C 3.7988 -1.9389 2.1133
H 3.6946 -1.6636 -2.8823
H 4.0701 -1.8623 -1.1811
H 2.8801 -0.6483 -1.7023
H 1.0291 -2.6348 -4.0503
H 0.0350 -1.7369 -2.9136
H -0.1505 -3.4935 -3.0719
H 2.9878 -4.8504 -2.8210
H 1.7920 -5.4454 -1.6810
H 3.3695 -4.8639 -1.1098
H 0.2941 -5.9911 0.3242
H -0.5714 -5.6588 -1.1886
H -1.4082 -6.3889 0.1772
H -0.9860 -4.4057 3.0064
H -2.6117 -4.6766 2.4049
H -2.0670 -3.0350 2.6744
H -2.1883 -3.0557 -1.5647
H -2.8132 -2.2170 -0.1214
H -3.3947 -3.8177 -0.5335
H 2.1928 -5.5766 1.4679
H 3.3699 -5.3168 2.7438
H 3.7891 -4.9030 1.0867
H 1.0497 -4.0216 4.1190
H 0.6669 -2.3284 3.8337
H 2.1817 -2.7780 4.6192
H 4.1370 -1.7300 1.0956
H 4.6558 -2.3730 2.6373
H 3.5883 -1.0065 2.6430
*
```

Values from the calculation:
Expectation value of S² = 6.04
E_LUMO (spin up / spin down) = -0.377 / -0.447 Ha
Orbital gap (spin up / spin down) = 7.3330 / 6.2056 eV
HOMO energy (spin up / spin down) = -17.6 / -18.4 eV

***

(4)
Entry from OMol25: the molecule C3H6ClFO (ωB97M-V with the def2-TZVPD basis set).

Geometry as ORCA input:
```
! RIJCOSX wB97M-V def2-TZVPD def2/J DEFGRID3
* xyz 0 1
C 0.5719 0.5749 1.1562
C 0.6868 0.1677 -0.2295
C -0.7083 -0.1148 -0.9095
H 1.5360 0.6829 1.6216
H 0.0099 1.5233 1.2397
H -0.0020 -0.1672 1.6628
H -1.2352 0.8781 -1.1439
H -0.5403 -0.5957 -1.8654
H -1.7646 -1.7012 -0.3212
O -1.4795 -0.8489 -0.0061
F 1.3865 1.0726 -0.9946
Cl 1.5388 -1.4717 -0.2103
*
```

Values from the calculation:
E_LUMO = 0.026 Ha
Orbital gap = 11.3682 eV
HOMO energy = -10.7 eV

***

(5)
Entry from OMol25: the molecule C5H7ClF2 (ωB97M-V with the def2-TZVPD basis set).

Geometry as ORCA input:
```
! RIJCOSX wB97M-V def2-TZVPD def2/J DEFGRID3
* xyz 0 1
C -1.9871 -0.0894 0.0172
C -0.8996 -0.9057 -0.3787
C 0.3395 -0.6027 0.0998
C 0.7308 0.7052 0.8333
C 1.4275 -1.6339 0.0047
H -2.3079 0.9679 -0.6800
H -1.7299 0.2091 1.2131
H -1.0863 -1.9382 -0.7915
H 1.6750 0.6392 1.1552
H -0.0070 0.7712 1.6520
H 1.5444 -2.0938 1.0591
H 1.0392 -2.4800 -0.6516
F -3.1212 -0.8577 0.0398
F 2.7771 -1.0443 -0.2457
Cl 0.3707 2.1295 -0.2682
*
```

Values from the calculation:
E_LUMO = 0.015 Ha
Orbital gap = 10.2183 eV
HOMO energy = -9.8 eV

***

(6)
Entry from OMol25: a structure of composition C7H10S (ωB97M-V with the def2-TZVPD basis set).

Geometry as ORCA input:
```
! RIJCOSX wB97M-V def2-TZVPD def2/J DEFGRID3
* xyz 0 1
C -0.6507 -1.1557 1.4120
C -1.2500 -0.4737 0.2345
C -0.4673 0.8731 -0.0417
C -1.4094 2.1197 -0.3144
C 0.8791 0.8513 -0.1323
C 1.8659 -0.2392 -0.1694
C 1.9677 -1.3647 -1.0856
H -0.5826 -0.6406 2.4511
H 0.4581 -1.6407 1.1160
H -1.3252 -2.0156 1.5326
H -1.4830 1.8993 -1.6638
H -2.6765 1.9908 0.0877
H -0.7625 3.0532 0.0185
H 1.2991 1.8023 -0.4993
H 2.7980 -0.2359 0.6434
H 1.1202 -1.6786 -1.7157
H 2.7389 -1.9669 -1.1248
S -2.5198 -1.1780 -0.7489
*
```

Values from the calculation:
E_LUMO = -0.024 Ha
Orbital gap = 8.0707 eV
HOMO energy = -8.7 eV

***

no.,F_max (eV/Å),electronic energy (eV)
1,4.81,-11314.8139
2,4.84,-17589.3546
3,0.64,-123723.7476
4,2.38,-20495.5380
5,5.98,-23253.1480
6,8.93,-18250.4615